69
Properties=species:S:1:pos:R:3:forces:R:3 method="wB97M-V/def2-TZVPD" e_lumo_ev=-11.2 homo_energy_ev=-16.123 homo_lumo_gap_ev=4.889 fmax_ev_per_a=0.89 charge=+3 e_above_lowest_kj_mol=28.5
Pd 0.1538 -0.1174 0.0151 -0.553 -0.643 -0.261
Cl 6.3540 0.3431 4.3270 -0.020 0.003 0.004
C 4.7779 0.3126 3.7889 0.027 0.005 -0.010
C 3.7637 0.3774 4.7658 0.006 0.003 -0.010
C 2.4483 0.3573 4.4056 -0.114 -0.001 0.091
I 0.9603 0.4343 5.7810 0.107 -0.009 -0.107
C 2.0576 0.2789 2.9446 0.006 0.090 0.063
O 0.9036 0.3151 2.6080 0.110 -0.134 0.063
C 3.1764 0.1844 1.9432 0.036 -0.028 0.001
N 2.8192 0.0754 0.6778 0.041 -0.035 0.111
C 3.7853 -0.0121 -0.2401 0.038 0.040 0.011
C 5.1394 0.0110 0.0733 -0.028 0.002 -0.013
C 5.5127 0.1264 1.3981 0.024 0.001 0.008
C 4.5105 0.2126 2.3696 -0.008 -0.015 0.023
H 4.0564 0.4404 5.8055 0.013 0.002 -0.004
H 3.4567 -0.1029 -1.2690 -0.002 -0.004 0.001
H 5.8820 -0.0624 -0.7087 -0.001 0.001 -0.001
H 6.5581 0.1467 1.6752 -0.001 -0.001 0.000
C 0.7631 -0.2554 -4.3646 -0.011 0.000 0.005
C 0.6700 -0.6604 -3.0278 0.140 0.002 0.027
N 0.4758 0.1944 -2.0398 0.197 0.271 -0.054
C 0.3509 1.5169 -2.3365 -0.075 -0.065 -0.102
C 0.4318 2.0087 -3.6411 0.016 -0.005 0.003
C 0.6476 1.0754 -4.6731 -0.016 0.004 -0.012
C 0.2879 3.4201 -3.8669 -0.019 0.015 0.021
C 0.0653 4.2676 -2.8390 -0.001 -0.012 -0.015
C -0.0437 3.7800 -1.4921 0.004 0.008 -0.002
C -0.2939 4.6078 -0.3815 -0.004 -0.010 0.001
C -0.4047 4.0473 0.8658 -0.003 -0.003 0.011
C -0.2625 2.6636 1.0131 -0.087 0.005 -0.063
N -0.0036 1.8721 -0.0116 -0.111 0.393 0.078
C 0.0964 2.4117 -1.2538 0.110 -0.014 0.038
H 0.9272 -0.9986 -5.1317 -0.004 -0.002 0.001
H 0.7739 -1.7035 -2.7607 0.000 -0.007 -0.001
H 0.7133 1.4141 -5.6995 0.012 0.000 0.002
H 0.3582 3.7905 -4.8814 0.009 0.001 0.001
H -0.0407 5.3304 -3.0132 0.003 0.000 -0.004
H -0.4040 5.6759 -0.5218 -0.001 0.000 0.005
H -0.6109 4.6521 1.7371 -0.001 0.005 -0.005
H -0.3881 2.1864 1.9746 0.012 -0.011 0.012
C -6.4018 0.3901 0.6178 -0.012 0.010 0.011
N -4.9535 0.3040 0.5322 0.039 -0.035 -0.029
C -4.1509 -0.6431 1.2795 0.013 -0.013 -0.029
C -2.7627 -0.2898 0.7824 0.258 0.004 0.009
O -1.7362 -0.8936 1.1570 0.028 0.796 -0.010
N -2.8117 0.7312 -0.0932 -0.155 -0.233 0.172
C -4.1254 1.0464 -0.2037 -0.078 0.021 0.007
N -4.5347 2.0295 -0.9988 0.025 0.004 0.027
H -6.8095 -0.6120 0.7329 0.004 0.000 0.010
H -6.8139 0.8015 -0.3015 0.004 -0.007 -0.005
H -6.7174 1.0012 1.4635 0.003 0.010 -0.006
H -4.4097 -1.6775 1.0455 0.002 -0.001 0.002
H -4.2291 -0.4989 2.3589 -0.005 0.004 0.000
H -3.8480 2.5331 -1.5308 -0.003 -0.005 -0.011
H -5.4966 2.3125 -1.0595 -0.003 -0.004 -0.007
C -0.2784 -6.3599 0.1077 0.002 0.004 -0.008
C -0.1050 -4.8764 0.0461 -0.002 -0.016 -0.006
C 0.8333 -4.2126 0.8324 0.032 0.006 0.015
C 0.9728 -2.8450 0.7345 0.125 0.028 -0.119
N 0.2421 -2.1063 -0.1070 -0.165 -0.408 0.033
C -0.6876 -2.7272 -0.8528 0.102 -0.016 0.011
C -0.8725 -4.0896 -0.8138 -0.021 0.009 -0.018
H 0.1476 -6.7767 1.0174 0.000 0.001 0.000
H 0.2240 -6.8247 -0.7435 0.001 0.000 0.000
H -1.3311 -6.6331 0.0508 0.000 0.000 -0.001
H 1.4563 -4.7601 1.5265 -0.004 -0.002 0.002
H 1.7001 -2.3112 1.3307 -0.018 -0.001 0.026
H -1.2958 -2.0921 -1.4833 -0.022 -0.007 0.001
H -1.6298 -4.5376 -1.4434 -0.001 -0.003 0.004

20
Properties=species:S:1:pos:R:3:forces:R:3 method="wB97M-V/def2-TZVPD" e_lumo_ev=0.4 homo_energy_ev=-8.160 homo_lumo_gap_ev=8.580 fmax_ev_per_a=3.95 smiles="C=C/C=C/c1ccoc1.O=C=O" charge=0 e_above_lowest_kj_mol=174.3
C -2.8987 0.2563 0.4455 -3.732 0.720 -0.631
C -1.9415 -0.1433 -0.3258 1.638 -2.247 -2.810
C -0.5591 -0.2035 0.0995 1.984 0.176 1.073
C 0.5313 -0.4548 -0.6612 -1.546 0.073 -1.222
C 1.8744 -0.1362 -0.3776 3.714 -0.045 0.630
C 2.4365 0.6656 0.6856 -0.881 0.566 2.004
C 3.7682 0.8148 0.5581 -0.629 -1.180 -1.374
O 4.1243 0.0694 -0.5014 0.160 -0.728 -2.232
C 3.0117 -0.4839 -1.1105 0.624 0.120 0.101
H -3.9721 0.3593 0.0713 1.633 -0.321 0.615
H -2.7128 0.5625 1.4314 0.220 0.452 1.226
H -2.1097 -0.5791 -1.3746 0.008 1.018 1.472
H -0.2892 -0.0187 1.1813 -0.732 0.322 -1.156
H 0.5211 -0.8510 -1.6842 -0.977 0.233 0.201
H 1.9464 0.9612 1.6072 -0.401 0.383 -0.475
H 4.6102 1.3738 0.9061 -0.201 0.199 0.887
H 3.2907 -1.0614 -2.0549 -0.864 0.902 1.646
O -1.0953 -2.9233 1.2472 -0.685 0.761 1.229
C -0.4716 -2.9395 0.2821 -1.045 -1.097 1.548
O 0.1175 -3.1896 -0.6536 1.713 -0.308 -2.732

116
Properties=species:S:1:pos:R:3:forces:R:3 method="wB97M-V/def2-TZVPD" e_lumo_ev=-2.5 homo_energy_ev=-12.133 homo_lumo_gap_ev=9.601 fmax_ev_per_a=1.93 charge=+1
C 3.5395 1.9879 0.6644 0.788 0.327 -0.245
C 4.0481 0.6954 -0.1271 0.679 0.398 1.314
C 5.4208 0.2531 0.5815 -0.932 -0.857 0.031
C 3.0714 -0.5524 -0.0084 0.488 0.098 -0.715
P 1.4270 -0.3127 -0.9349 0.517 -0.125 0.724
C 1.3611 1.3309 -1.8108 -0.180 -0.023 -1.216
C 0.0338 -0.6830 0.2403 -1.057 -0.266 0.307
C -1.1261 0.3932 0.3181 -1.452 0.351 1.002
N -1.6596 0.7847 -0.9990 0.980 -0.361 0.388
N -2.2337 -0.2695 1.0916 0.465 0.312 -0.073
N -0.6960 1.5505 1.1540 0.719 -0.719 -0.944
H 2.8760 1.7324 1.5426 0.502 0.234 -1.026
H 4.4611 2.4820 1.1145 -1.192 -0.566 -0.527
H 3.0934 2.7789 -0.0161 0.174 -1.062 0.916
H 4.2625 0.9927 -1.1985 -0.337 -0.619 1.136
H 6.2897 0.9076 0.2924 -0.989 -0.677 0.346
H 5.6047 -0.8268 0.2775 0.237 1.338 0.342
H 5.2665 0.2463 1.7201 0.328 0.142 -1.632
H 2.8919 -0.8423 1.0719 -0.018 0.550 -1.204
H 3.5912 -1.4453 -0.4806 -0.790 0.978 0.434
H 1.4033 -1.3271 -1.9532 -0.059 0.732 0.577
H 0.6411 1.2288 -2.6855 0.741 -0.038 1.231
H 1.0016 2.1950 -1.1916 0.535 -1.052 -0.368
H 2.3739 1.5423 -2.2803 -1.131 -0.256 0.859
H 0.3852 -0.8627 1.3055 0.005 0.227 -1.389
H -0.4565 -1.6550 -0.0905 0.740 1.220 0.249
H -1.6679 1.7931 -1.1355 -0.263 -0.460 0.100
H -2.5578 0.3473 -1.2044 0.162 0.309 0.007
H -3.1421 0.1092 0.8092 0.377 -0.167 -0.104
H -2.1167 0.0173 2.0708 0.000 -0.287 -0.506
H -1.2000 2.4042 0.9119 0.323 -0.274 0.132
H 0.3180 1.6761 1.1489 -0.467 0.352 -0.096
C -3.2836 -1.2830 -5.0156 0.104 0.004 -0.100
C -4.7552 -1.6667 -4.9089 0.311 -0.176 -0.067
C -5.6125 -0.5687 -4.2737 0.281 -0.100 0.570
C -5.1364 -0.2851 -2.8862 0.014 0.343 0.709
N -4.7659 -0.0666 -1.8075 -0.292 -0.332 -1.476
H -2.8365 -1.1200 -4.0314 -0.061 0.031 -0.006
H -2.7173 -2.0815 -5.5003 -0.042 0.043 0.008
H -3.1589 -0.3710 -5.6054 -0.011 -0.041 0.061
H -4.8411 -2.5877 -4.3251 -0.122 0.074 -0.038
H -5.1397 -1.8833 -5.9086 -0.099 0.065 0.105
H -6.6572 -0.8835 -4.2316 0.051 0.111 0.136
H -5.5587 0.3501 -4.8629 0.043 0.013 0.139
C -2.8035 -5.7771 0.5432 -0.044 -0.010 -0.020
C -2.1231 -5.5315 1.8857 -0.197 -0.307 -0.172
C -1.3089 -4.2352 1.9127 0.415 -0.263 -0.391
C -0.2289 -4.2878 0.8808 0.882 0.112 -0.629
N 0.6138 -4.3438 0.0773 -1.392 0.294 1.310
H -2.0745 -5.8929 -0.2625 -0.012 0.048 0.044
H -3.3944 -6.6941 0.5796 0.010 0.083 -0.004
H -3.4728 -4.9512 0.2858 0.026 -0.055 -0.010
H -1.4737 -6.3807 2.1156 0.007 0.135 0.088
H -2.8846 -5.4885 2.6683 0.141 0.091 0.031
H -0.8528 -4.0972 2.8958 0.120 0.027 -0.127
H -1.9511 -3.3727 1.7121 0.113 0.013 -0.098
C 3.2409 2.7847 6.6930 0.037 0.060 0.004
C 2.3495 2.4616 5.4988 0.055 0.282 0.206
C 2.3298 0.9693 5.1569 0.718 0.090 -0.186
C 3.7093 0.5081 4.8105 0.621 -0.539 -0.225
N 4.7819 0.1509 4.5406 -1.573 0.542 0.277
H 4.2854 2.5333 6.4954 -0.065 -0.052 0.010
H 3.2014 3.8519 6.9182 -0.029 -0.087 0.032
H 2.9174 2.2374 7.5827 0.026 0.044 -0.037
H 2.6939 3.0352 4.6331 -0.080 -0.094 -0.013
H 1.3297 2.7898 5.7167 0.008 -0.111 -0.097
H 1.6687 0.7871 4.3061 0.094 -0.120 0.023
H 1.9603 0.3861 6.0038 0.107 -0.041 -0.067
C -1.7556 -0.1235 -9.3919 -0.010 -0.030 -0.035
C -0.8437 1.0793 -9.1745 -0.123 -0.205 -0.291
C -0.7121 1.4684 -7.6998 -0.672 0.250 -0.032
C -2.0516 1.8317 -7.1454 -0.555 0.287 0.513
N -3.0942 2.1167 -6.7197 1.433 -0.436 -0.573
H -2.7786 0.0835 -9.0691 0.062 0.003 0.037
H -1.7963 -0.3822 -10.4515 0.023 -0.018 0.082
H -1.3912 -0.9964 -8.8426 -0.040 0.024 -0.040
H -1.2307 1.9266 -9.7471 0.107 0.017 0.112
H 0.1487 0.8501 -9.5713 -0.005 0.107 0.111
H -0.0411 2.3236 -7.5941 -0.129 -0.001 0.107
H -0.2993 0.6396 -7.1191 -0.118 0.037 0.034
C -0.5712 -0.7953 9.2047 -0.067 -0.028 -0.067
C 0.7454 -0.1321 8.8146 -0.208 -0.211 -0.126
C 1.4628 0.5138 10.0024 -0.537 0.525 0.026
C 0.6005 1.5771 10.6019 -0.224 0.599 0.495
N -0.0706 2.4042 11.0639 0.902 -1.170 -0.723
H -1.2863 -0.0691 9.5970 0.089 -0.019 0.037
H -1.0320 -1.2663 8.3339 0.033 -0.024 0.073
H -0.4119 -1.5660 9.9633 -0.031 0.048 -0.047
H 0.5485 0.6226 8.0460 0.086 0.039 0.078
H 1.4028 -0.8834 8.3670 0.078 0.083 0.073
H 2.4037 0.9624 9.6765 -0.051 0.054 0.158
H 1.6909 -0.2333 10.7659 -0.050 0.102 0.012
C -4.5883 5.9487 -7.0675 -0.067 -0.066 -0.018
C -3.8972 6.1973 -5.7316 -0.205 -0.231 -0.129
C -3.0787 7.4906 -5.7151 0.461 -0.301 -0.475
C -2.0063 7.4283 -6.7546 0.642 0.236 -0.455
N -1.1726 7.3755 -7.5613 -1.182 -0.019 1.150
H -3.8663 5.8279 -7.8782 -0.012 0.065 0.053
H -5.1811 5.0330 -7.0226 0.022 0.069 -0.005
H -5.2574 6.7752 -7.3224 0.044 -0.049 -0.010
H -3.2484 5.3464 -5.5037 -0.003 0.094 0.046
H -4.6537 6.2448 -4.9435 0.117 0.079 0.029
H -2.6154 7.6312 -4.7363 0.075 0.086 -0.128
H -3.7186 8.3534 -5.9137 0.113 -0.019 -0.062
C 4.1026 -5.4625 1.5143 -0.013 0.017 -0.063
C 4.4190 -4.2972 2.4466 0.025 -0.100 -0.371
C 4.4336 -4.6998 3.9224 -0.726 -0.076 0.003
C 3.0897 -5.2219 4.3179 -0.607 -0.316 0.476
N 2.0424 -5.6230 4.6212 1.428 0.653 -0.528
H 3.1051 -5.8669 1.6991 0.063 0.017 0.026
H 4.1307 -5.1329 0.4736 0.007 -0.063 0.047
H 4.8296 -6.2701 1.6345 -0.049 0.046 -0.011
H 3.6806 -3.5045 2.2884 0.049 0.005 0.107
H 5.3959 -3.8844 2.1803 -0.032 0.030 0.158
H 4.6770 -3.8373 4.5466 -0.077 -0.118 0.072
H 5.1851 -5.4716 4.1036 -0.125 -0.011 0.033